Record 1
C4H6O4 | ωB97M-V/def2-TZVPD

## Properties
- strongest force on any atom (hartree/bohr) = 0.122
- E (Eh) = -456.93597
- LUMO level (eV) = 6.50
- HOMO energy (eV) = -0.42
- charge = -2

```
14
C4H6O4 | OMol25 | ωB97M-V/def2-TZVPD
C -0.86966 -0.14371 2.14343
C 0.25955 -0.06474 3.17169
O 0.28025 1.01364 3.90559
O 1.27228 -0.79688 3.11784
H -0.53390 -0.65047 1.32168
H -1.10986 0.84545 1.90636
H -1.73707 -0.59646 2.45492
C 0.02443 0.04181 -3.13289
C 0.76383 0.15155 -1.81769
O 0.59195 -0.75291 -1.08127
O 1.63370 1.01593 -1.74400
H 0.19874 -0.80215 -3.80287
H 0.10891 1.14791 -3.61039
H -0.88314 -0.40898 -2.83240
```

Mulliken charges, unit e, in atom order: -0.83, 0.54, -0.80, -0.71, 0.24, 0.25, 0.31, -0.93, 0.55, -0.64, -0.73, 0.26, 0.21, 0.28


Record 2
CHF3IrO | ωB97M-V/def2-TZVPD

## Properties
- strongest force on any atom (hartree/bohr) = 0.106
- E (Eh) = -516.72064
- spin multiplicity = 6
- LUMO level (spin up / spin down) (eV) = -14.41 / -15.33
- HOMO energy (spin up / spin down) (eV) = -17.81 / -23.10
- charge = +2

```
7
CHF3IrO | OMol25 | ωB97M-V/def2-TZVPD
O 0.79282 1.95774 -0.69509
Ir 1.93388 3.09095 -0.02360
H 0.46835 1.07719 -0.35904
C -0.66188 -1.25327 0.19785
F -1.65744 -1.46248 -0.64027
F 0.23893 -2.20780 0.08379
F -1.11466 -1.20233 1.43636
```

Mulliken charges, unit e, in atom order: -0.26, 1.52, 0.38, 0.57, -0.06, -0.07, -0.07


Record 3
C6H9NO | ωB97M-V/def2-TZVPD

## Properties
- strongest force on any atom (hartree/bohr) = 0.177
- E (Eh) = -363.76738
- LUMO level (eV) = 0.77
- HOMO energy (eV) = -8.69
- charge = 0
- SMILES = O=C1CCN[C@@H]2C[C@@H]12

```
17
C6H9NO | OMol25 | ωB97M-V/def2-TZVPD
C -0.86166 -0.58570 -0.99809
C -0.53780 -1.61395 -0.11104
C 0.02114 -0.96660 1.15543
C 0.66737 0.68064 -0.34506
C 0.28534 2.03021 -0.52731
C -0.80190 0.92497 -0.42673
H -0.13480 -2.42721 -0.78272
H -1.47166 -1.97102 0.36065
H -0.51768 -0.22145 1.75681
H 0.35557 -1.84866 1.95081
H 1.92382 0.23551 1.45399
H 1.18492 0.34286 -1.33191
H 0.65030 2.14931 -1.53663
H 0.57362 3.05494 0.18363
H -1.26995 1.25478 0.62115
N 1.26751 -0.30229 0.69792
O -1.33414 -0.73634 -2.12088
```

Mulliken charges, unit e, in atom order: 0.41, -0.15, -0.54, -0.09, -0.56, -0.25, 0.27, 0.24, 0.30, 0.32, 0.28, 0.17, 0.27, 0.24, 0.12, -0.46, -0.58


Record 4
C25H23F4Si | ωB97M-V/def2-TZVPD

## Properties
- strongest force on any atom (hartree/bohr) = 0.053
- E (Eh) = -1655.15275
- LUMO level (eV) = -5.60
- HOMO energy (eV) = -12.15
- charge = +1

```
53
C25H23F4Si | OMol25 | ωB97M-V/def2-TZVPD
F 0.86766 3.99853 1.43410
C 0.02584 3.57509 0.43068
C 0.19094 4.10691 -0.84689
C -0.64344 3.59850 -1.84093
F -0.56928 4.15548 -3.09808
C -1.59195 2.61052 -1.60023
C -1.79947 2.19917 -0.27469
C -3.03161 1.35610 0.06141
C -2.74021 -0.01103 0.66683
C -3.44648 -1.12392 0.17142
C -3.48680 -2.27159 0.95453
F -4.28417 -3.32310 0.55906
C -2.79931 -2.38015 2.16549
C -1.95354 -1.33097 2.49636
F -1.24402 -1.39613 3.67381
C -1.83722 -0.18621 1.71477
C -0.97243 2.65987 0.74229
H 0.95144 4.85139 -1.05875
H -2.20851 2.21663 -2.41261
H -3.50642 1.13291 -0.90579
H -4.00719 -1.06373 -0.76707
H -2.86960 -3.27381 2.78317
H -1.08997 0.56370 1.96265
H -1.13223 2.36765 1.78666
C -5.58954 5.37473 -2.52732
Si -6.36173 3.79618 -1.92005
C -8.21798 3.87563 -2.06854
C -5.69750 2.27403 -2.74724
C -5.83880 3.59550 -0.00789
C -6.41321 2.34163 0.64332
C -5.39360 1.54635 1.15243
C -5.71022 0.40132 1.87248
C -7.05291 -0.01719 1.95127
C -8.06759 0.78372 1.40419
C -7.75788 2.00003 0.79145
C -4.00799 2.17705 0.85908
C -4.40972 3.41053 0.12693
H -4.50177 5.38483 -2.36913
H -5.78464 5.45775 -3.60687
H -6.02416 6.25757 -2.03393
H -8.71089 2.96932 -1.69258
H -8.64691 4.74443 -1.54934
H -8.45711 3.97157 -3.13841
H -6.09385 1.36075 -2.27752
H -6.00555 2.28623 -3.80372
H -4.59929 2.24201 -2.70051
H -6.25141 4.57175 0.30395
H -4.93379 -0.15374 2.39889
H -7.30074 -0.94853 2.46355
H -9.11399 0.46829 1.48754
H -8.52484 2.68920 0.44197
H -3.53595 2.45485 1.82549
H -3.67352 4.14387 -0.20410
```

Mulliken charges, unit e, in atom order: -0.31, 0.04, -0.86, 0.29, -0.32, -0.48, 0.26, 1.47, -0.64, -0.49, 0.45, -0.33, -0.89, 0.40, -0.32, -0.67, -0.61, 0.51, 0.49, 0.13, 0.44, 0.50, 0.52, 0.56, -1.06, 0.12, -1.09, -0.72, 0.82, -0.93, -0.44, -0.05, -0.90, -0.89, -0.35, 0.72, -1.42, 0.35, 0.38, 0.34, 0.36, 0.38, 0.34, 0.32, 0.49, 0.10, 0.64, 0.64, 0.44, 0.40, 0.70, 0.54, 0.64


Record 5
C5H3ClN2 | ωB97M-V/def2-TZVPD

## Properties
- strongest force on any atom (hartree/bohr) = 0.120
- E (Eh) = -761.88140
- LUMO level (eV) = 0.38
- HOMO energy (eV) = -8.89
- charge = 0
- SMILES = C#Cc1cn[nH]c1Cl

```
11
C5H3ClN2 | OMol25 | ωB97M-V/def2-TZVPD
C -0.20526 1.02719 0.49017
C 0.31216 -1.03492 0.74432
C -0.15941 -0.22000 -0.14835
C -0.14282 -0.47212 -1.54407
C -0.04070 -0.69789 -2.77536
H 0.61745 1.58885 2.63716
H 0.64630 -2.07285 0.65848
H -0.61734 -0.88361 -3.73985
N 0.24918 0.85142 1.75889
N 0.51075 -0.48050 1.87095
Cl -1.17031 2.39443 0.04765
```

Mulliken charges, unit e, in atom order: 0.26, -0.33, 0.39, -0.30, -0.29, 0.34, 0.46, 0.28, 0.00, -0.64, -0.17